Formula: C25H43F3O19SSi2
Source: the Open Molecules 2025 dataset
Level of theory: the ωB97M-V functional and the def2-TZVPD basis

Geometry as XYZ:
```
93
Properties=species:S:1:pos:R:3:forces:R:3
C -3.3207 -6.1233 3.3526 -0.439 0.093 0.366
C -2.4353 -4.9133 3.5212 0.461 0.002 -0.507
C -1.3894 -4.7686 2.4183 -0.437 0.706 0.344
O -1.8351 -3.8721 1.3880 -0.152 -0.182 -0.156
C -1.4057 -2.5497 1.6471 0.396 -0.017 -0.815
Si -2.0449 -1.3656 0.3174 -0.229 -0.199 1.400
O -0.7446 -0.3667 -0.1140 -1.005 -0.113 -0.687
Si -0.7692 0.4321 -1.5400 1.532 -0.440 0.187
S -2.2440 2.0814 -1.5628 -1.579 -0.177 -0.865
O -2.3964 2.4959 -2.9314 1.018 0.516 -0.298
O -3.4782 1.6558 -0.9612 0.226 -0.376 1.022
C -1.6868 3.5452 -0.5470 -0.227 0.752 0.234
F -2.7970 4.2138 -0.1949 0.780 -0.325 -0.137
F -0.9037 4.3658 -1.2693 -0.203 -0.690 0.576
F -1.0365 3.1428 0.5599 -0.244 0.182 -0.693
H -3.9408 -6.0485 2.4662 -0.041 0.010 -0.299
H -2.7590 -7.0479 3.3085 0.257 -0.159 -0.058
H -3.9977 -6.1994 4.1982 -0.185 -0.110 0.139
H -1.8989 -4.9329 4.4610 -0.009 -0.201 0.359
H -3.0202 -3.9977 3.5077 -0.217 0.151 0.118
H -1.1259 -5.7220 1.9843 -0.053 -0.206 -0.351
H -0.5086 -4.3409 2.8670 0.498 0.059 -0.076
H -1.6664 -2.2013 2.6450 -0.280 0.051 0.209
H -0.3128 -2.5164 1.5990 0.254 0.053 0.072
H -2.6434 -2.0817 -0.8249 0.293 0.048 -0.250
H -3.0940 -0.5375 0.9387 0.022 0.161 -0.181
H -1.1516 -0.3986 -2.6909 -0.441 0.109 0.066
H 0.5829 0.9516 -1.7965 -0.143 0.334 0.075
C 4.1390 -6.2037 0.6905 -0.141 0.370 -0.041
C 3.3869 -6.8098 1.8453 0.224 0.008 -0.328
C 2.3846 -7.8763 1.4722 -0.015 -0.091 -0.032
O 1.4335 -7.7746 2.5510 0.039 0.034 -0.017
C 1.4772 -6.5081 3.0123 0.093 -0.166 -0.212
O 0.6847 -6.0406 3.7656 0.070 -0.021 0.408
O 2.5279 -5.8390 2.4874 0.004 -0.107 0.129
H 4.6923 -5.3243 1.0186 0.125 -0.087 0.050
H 4.8434 -6.9234 0.2768 0.024 -0.028 0.047
H 3.4588 -5.8833 -0.1001 -0.072 -0.103 0.018
H 4.0896 -7.1762 2.6000 -0.047 -0.011 0.046
H 2.8111 -8.8748 1.4315 -0.093 -0.054 0.180
H 1.8676 -7.6655 0.5343 0.098 0.034 0.039
C -1.4255 6.9598 -2.4629 -0.005 0.112 0.277
C -1.8537 8.3913 -2.6580 0.174 -0.367 -0.003
C -0.7762 9.3241 -3.1573 -0.018 0.142 -0.211
O -1.2091 10.5888 -2.6326 0.045 -0.111 -0.015
C -1.9336 10.3370 -1.5123 0.039 -0.174 -0.059
O -2.2859 11.1664 -0.7433 -0.085 0.224 0.159
O -2.1941 9.0130 -1.4021 -0.006 0.122 -0.140
H -2.1926 6.4062 -1.9279 -0.106 -0.003 -0.097
H -1.2511 6.4768 -3.4239 -0.030 0.015 -0.025
H -0.5126 6.9033 -1.8696 0.031 0.061 -0.027
H -2.7380 8.4372 -3.2997 -0.001 0.082 -0.001
H -0.7078 9.3637 -4.2414 -0.060 0.186 0.004
H 0.2073 9.0971 -2.7399 -0.036 -0.105 0.044
C -2.9497 -5.4611 -1.4286 -0.088 -0.240 0.343
C -1.5679 -5.6548 -1.9938 -0.431 0.085 0.081
C -1.4922 -6.3842 -3.3141 0.114 0.055 -0.129
O -0.1818 -6.9726 -3.2545 -0.087 -0.021 0.044
C 0.1223 -7.1523 -1.9477 -0.259 0.184 -0.078
O 1.0536 -7.7725 -1.5501 0.235 -0.151 0.027
O -0.7768 -6.5248 -1.1577 0.128 0.037 -0.093
H -2.8794 -5.1067 -0.4005 0.023 0.156 -0.050
H -3.5116 -4.7322 -2.0129 0.074 0.034 -0.042
H -3.5116 -6.3966 -1.4132 0.068 -0.049 -0.104
H -1.0502 -4.6925 -2.0489 0.075 -0.037 -0.020
H -1.5771 -5.7287 -4.1768 0.184 -0.039 -0.044
H -2.2279 -7.1872 -3.3945 -0.050 0.030 0.084
C -2.9810 13.6122 -3.5025 -0.238 -0.188 -0.223
C -1.8270 14.0713 -4.3533 -0.301 -0.066 0.250
C -1.8767 15.5173 -4.7864 0.164 0.121 -0.003
O -1.1299 15.4892 -6.0117 -0.093 -0.011 0.079
C -1.2495 14.2421 -6.5332 -0.083 0.002 0.192
O -0.9055 13.9319 -7.6228 0.084 -0.068 -0.262
O -1.8185 13.4040 -5.6317 0.135 0.115 0.013
H -2.9634 12.5290 -3.4008 0.102 0.005 0.128
H -2.9295 14.0556 -2.5092 0.066 -0.022 0.020
H -3.9365 13.8795 -3.9570 0.039 0.087 -0.041
H -0.8803 13.8440 -3.8555 0.038 0.025 -0.049
H -1.4170 16.1977 -4.0743 0.134 0.035 -0.121
H -2.8915 15.8554 -5.0086 -0.048 -0.085 0.053
C 5.5094 -7.2615 6.8219 -0.168 -0.177 -0.236
C 6.6084 -6.7022 5.9548 -0.302 -0.089 0.256
C 6.4692 -5.2396 5.6027 0.135 0.140 0.016
O 7.1661 -5.1660 4.3500 -0.073 -0.035 0.086
C 7.0880 -6.3875 3.7681 -0.101 0.020 0.183
O 7.3947 -6.6226 2.6486 0.029 -0.058 -0.292
O 6.5977 -7.3007 4.6440 0.114 0.117 0.006
H 5.5774 -8.3475 6.8692 0.089 0.004 0.078
H 5.5791 -6.8619 7.8330 0.038 0.021 0.003
H 4.5281 -7.0161 6.4136 0.012 0.065 -0.005
H 7.5849 -6.9057 6.4030 0.042 0.041 -0.058
H 6.9229 -4.5738 6.3322 0.130 0.050 -0.128
H 5.4306 -4.9436 5.4375 -0.041 -0.090 0.047
```
Forces are in eV/Å.

Properties
largest force on an atom	1.8	eV/A
net charge	0
E	-3684.84805	a.u.
highest occupied orbital energy	-9.84	eV
frontier orbital gap	9.79	eV